Density functional theory data (wB97M-V/def2-TZVPD) for a structure of composition C28H28FeO5S in a non-equilibrium geometry.

net charge	-2
⟨S²⟩	6.1266
multiplicity	5
total energy	-84943.11980	eV

XYZ file:
```
63
Properties=species:S:1:pos:R:3:lowdin_spin:R:1
C -1.415 -3.512 3.654 0.000
C -1.231 -2.136 3.086 0.000
O 0.214 -1.963 2.917 0.000
C 0.514 -0.876 2.168 0.000
C 1.900 -0.449 2.310 0.000
O 2.355 0.597 1.657 0.000
C 2.116 0.736 0.193 0.000
S 3.013 -1.364 3.456 0.000
C 4.395 -0.194 3.532 0.000
C 5.651 -0.533 3.017 0.000
C 6.665 0.429 2.994 0.000
C 6.428 1.701 3.515 0.000
C 5.175 2.027 4.044 0.000
C 4.155 1.077 4.044 0.000
O 2.429 -1.447 4.772 0.000
O 3.514 -2.541 2.773 0.000
O -0.329 -0.302 1.467 0.001
H -2.464 -3.655 3.941 0.000
H -1.171 -4.275 2.902 0.000
H -0.785 -3.672 4.538 0.000
H -1.720 -2.027 2.115 0.000
H -1.591 -1.354 3.764 0.000
H 2.378 1.771 -0.010 0.000
H 2.785 0.036 -0.322 0.000
H 1.064 0.536 -0.020 0.000
H 5.817 -1.532 2.618 0.000
H 7.635 0.174 2.562 0.000
H 7.216 2.446 3.505 0.000
H 4.978 3.020 4.452 0.000
H 3.172 1.318 4.446 0.000
C -2.801 3.554 -4.364 0.065
C -2.365 2.236 -4.793 0.046
C -1.048 1.993 -4.229 0.036
C -0.672 3.164 -3.450 0.047
C -1.756 4.129 -3.537 0.026
Fe -2.374 2.393 -2.821 2.759
C -2.604 2.599 -0.863 0.058
C -3.839 2.874 -1.576 0.072
C -4.158 1.734 -2.391 0.067
C -3.182 0.667 -2.103 0.076
C -3.222 -0.623 -2.690 0.293
C -2.465 -1.742 -2.280 0.042
C -2.230 -2.796 -3.211 0.078
C -1.444 -3.888 -2.875 -0.002
C -0.911 -3.994 -1.582 0.101
C -1.173 -3.005 -0.624 -0.002
C -1.952 -1.903 -0.956 0.085
C -2.158 1.272 -1.224 0.038
H -3.732 4.037 -4.651 0.011
H -2.897 1.578 -5.472 0.010
H -0.423 1.125 -4.422 0.010
H 0.279 3.311 -2.943 0.010
H -1.772 5.115 -3.078 0.006
H -2.131 3.232 -0.115 0.010
H -4.454 3.761 -1.464 0.013
H -5.007 1.607 -3.059 0.009
H -3.908 -0.744 -3.534 0.015
H -2.680 -2.704 -4.200 0.004
H -1.243 -4.659 -3.620 -0.003
H -0.289 -4.844 -1.317 0.008
H -0.763 -3.097 0.382 -0.003
H -2.201 -1.171 -0.191 0.005
H -1.288 0.749 -0.836 0.006
```